11
Properties=species:S:1:pos:R:3:nbo_charge:R:1 method="wB97M-V/def2-TZVPD" relative_energy_kj_mol=53.2 charge=0 smiles="O=C1CCSN1" lumo_energy_ev=0.69 orbital_gap_ev=9.2
O 2.18 -0.25 -0.74 -0.60
C 1.01 -0.16 -0.42 0.66
C 0.29 -1.32 0.24 -0.53
C -0.78 -0.68 1.07 -0.53
S -1.35 0.77 0.10 0.40
N 0.20 0.90 -0.56 -0.78
H 1.04 -1.90 0.81 0.25
H -0.10 -2.03 -0.52 0.24
H -1.61 -1.33 1.39 0.24
H -0.37 -0.28 2.02 0.22
H 0.64 1.77 -0.84 0.43

---

12
Properties=species:S:1:pos:R:3:nbo_charge:R:1 method="wB97M-V/def2-TZVPD" relative_energy_kj_mol=586.8 charge=0 lumo_energy_ev=0.29 orbital_gap_ev=9.6
C 1.00 0.20 -0.03 0.84
C -1.24 0.10 -0.32 0.30
H 3.01 0.78 0.30 0.47
H 1.69 -1.52 0.72 0.37
H -1.05 1.14 -0.65 0.20
H -4.11 -0.27 0.64 0.47
N 2.03 -0.76 -0.20 -0.33
N -2.31 -0.60 0.08 -0.17
O 3.30 -0.15 -0.20 -0.53
O 1.16 1.36 0.07 -0.58
O -0.15 -0.59 -0.17 -0.48
O -3.33 0.31 -0.22 -0.55

---

69
Properties=species:S:1:pos:R:3:nbo_charge:R:1 method="wB97M-V/def2-TZVPD" s_squared=0.7543 multiplicity=2 charge=0 lumo_energy_ev="-1.45 / -1.47" orbital_gap_ev="5.7 / 5.7"
Cu 1.81 0.91 -0.64 1.32
C 1.41 -2.17 -3.52 -0.27
C 1.65 -3.41 -2.84 -0.16
C 1.95 -3.37 -1.49 -0.22
C 1.77 -2.13 -0.74 0.39
N 1.54 -0.99 -1.41 -0.60
C 1.34 -1.00 -2.79 0.04
N 1.87 -2.22 0.61 -0.53
C 1.63 -1.21 1.42 0.49
N 1.51 0.13 1.06 -0.72
C 0.94 0.77 2.12 0.49
N 0.45 2.00 2.15 -0.53
C 0.29 2.79 1.05 0.39
C -0.46 4.00 1.17 -0.24
C -0.79 4.75 0.06 -0.14
C -0.34 4.35 -1.22 -0.27
C 0.36 3.18 -1.29 0.05
N 0.77 2.48 -0.20 -0.61
C 0.92 -0.08 3.33 -0.09
C 0.79 0.10 4.69 -0.16
C 0.78 -1.00 5.54 -0.20
C 1.10 -2.27 5.05 -0.19
C 1.41 -2.40 3.66 -0.18
C 1.25 -1.35 2.82 -0.05
H 1.19 -2.15 -4.56 0.23
H 1.54 -4.37 -3.35 0.23
H 2.26 -4.20 -0.85 0.24
H 1.19 -0.01 -3.25 0.21
H -0.81 4.20 2.18 0.24
H -1.45 5.62 0.19 0.23
H -0.59 4.85 -2.13 0.23
H 0.76 2.79 -2.22 0.21
H 0.58 1.10 5.10 0.23
H 0.48 -0.83 6.55 0.22
H 1.17 -3.10 5.73 0.22
H 1.73 -3.36 3.31 0.23
C -4.25 -0.92 2.53 -0.55
C -5.00 -0.11 1.48 -0.55
S -4.14 0.08 -0.11 0.19
C -5.23 -0.71 -1.30 -0.53
C -5.48 -2.16 -1.05 -0.59
S -4.21 -3.26 -1.56 0.21
C -3.34 -3.82 -0.07 -0.53
C -2.87 -2.82 1.01 -0.59
S -4.05 -2.68 2.33 0.21
H -4.79 -0.90 3.49 0.23
H -3.32 -0.47 2.83 0.22
H -5.13 0.86 1.89 0.22
H -6.00 -0.55 1.40 0.23
H -4.73 -0.56 -2.27 0.24
H -6.23 -0.22 -1.29 0.22
H -6.38 -2.50 -1.59 0.23
H -5.67 -2.37 0.01 0.24
H -2.48 -4.35 -0.48 0.23
H -3.95 -4.55 0.41 0.21
H -2.61 -1.85 0.54 0.26
H -1.97 -3.19 1.51 0.22
C 4.20 1.90 -4.93 -0.76
S 3.44 3.19 -3.97 0.24
C 4.57 3.40 -2.64 -0.46
C 4.74 2.55 -1.56 -0.36
S 4.12 0.96 -1.52 -0.39
S 5.92 3.11 -0.35 0.46
C 6.47 4.48 -1.26 -0.58
S 7.81 5.29 -0.85 -0.05
S 5.57 4.84 -2.68 0.47
H 3.42 1.45 -5.53 0.22
H 4.53 1.16 -4.20 0.25
H 5.03 2.29 -5.51 0.22

---

95
Properties=species:S:1:pos:R:3:lowdin_charge:R:1 method="wB97M-V/def2-TZVPD" relative_energy_kj_mol=101.6 charge=-1 lumo_energy_ev=1.68 orbital_gap_ev=6.2
K -0.40 0.68 0.15 0.69
C -0.87 2.77 2.58 -0.03
C -0.24 3.81 1.71 -0.31
C -0.38 5.17 2.00 -0.03
C 0.18 6.11 1.16 -0.07
C 0.89 5.67 0.05 -0.15
C 0.99 4.30 -0.17 -0.45
N 0.45 3.39 0.64 0.05
Sb 2.02 3.75 -1.99 1.51
C 0.52 2.55 -2.95 -0.46
C -0.06 3.17 -4.05 -0.15
C -1.06 2.49 -4.74 -0.07
C -1.41 1.23 -4.32 -0.02
C -0.76 0.67 -3.21 -0.32
C -1.12 -0.71 -2.74 -0.02
N 0.18 1.33 -2.53 0.04
C 3.41 2.27 -1.24 -0.44
C 4.75 2.60 -1.40 -0.15
C 5.72 1.67 -1.09 -0.08
C 5.31 0.43 -0.62 -0.05
C 3.95 0.18 -0.46 -0.33
C 3.47 -1.14 0.04 -0.03
N 3.02 1.09 -0.76 0.11
H -1.14 3.18 3.56 0.09
H -0.20 1.92 2.72 0.04
H -1.79 2.38 2.13 0.07
H -0.95 5.46 2.87 0.11
H 0.08 7.16 1.37 0.10
H 1.34 6.37 -0.63 0.07
H 0.25 4.16 -4.36 0.07
H -1.55 2.94 -5.59 0.11
H -2.20 0.67 -4.81 0.12
H -1.86 -1.16 -3.39 0.09
H -1.55 -0.68 -1.73 0.04
H -0.23 -1.34 -2.70 0.08
H 5.02 3.57 -1.79 0.07
H 6.77 1.89 -1.21 0.10
H 6.03 -0.34 -0.38 0.11
H 4.30 -1.77 0.37 0.08
H 2.93 -1.66 -0.75 0.08
H 2.76 -1.01 0.86 0.05
C 5.06 1.57 2.67 -0.04
C 3.88 0.74 3.06 -0.26
C 4.00 -0.39 3.86 -0.03
C 2.88 -1.10 4.25 -0.10
C 1.65 -0.61 3.83 -0.74
Br 0.06 -1.46 4.43 0.80
N 1.50 0.43 3.04 0.05
C 2.60 1.08 2.66 -0.09
H 5.48 2.09 3.54 0.08
H 4.79 2.32 1.93 0.07
H 5.86 0.96 2.24 0.07
H 4.98 -0.72 4.19 0.12
H 2.94 -1.98 4.88 0.10
H 2.43 1.93 2.01 0.11
O -6.73 0.53 -3.96 -0.06
C -6.84 0.92 -2.78 -0.73
O -7.84 0.94 -2.04 -0.05
C -5.53 1.37 -2.15 -0.11
C -4.77 2.39 -2.73 -0.02
C -3.55 2.73 -2.17 -0.16
N -3.01 2.11 -1.11 0.11
C -3.76 1.15 -0.55 -0.20
C -5.01 0.77 -1.01 0.05
C -3.08 0.41 0.58 -0.69
O -3.17 0.80 1.75 0.01
O -2.36 -0.55 0.16 -0.28
H -5.12 2.89 -3.62 0.11
H -2.95 3.53 -2.60 0.09
H -5.57 0.00 -0.50 0.13
N 0.30 -1.75 0.60 -0.40
S -0.94 -2.57 1.17 0.99
C -0.25 -4.13 1.82 -0.39
C 1.10 -4.18 2.11 -0.11
C 1.63 -5.33 2.67 -0.09
C 0.82 -6.42 2.95 -0.10
C -0.54 -6.35 2.67 -0.08
C -1.08 -5.21 2.10 -0.08
C -1.86 -3.33 -0.17 -0.40
C -1.19 -4.02 -1.17 -0.09
C -1.91 -4.55 -2.23 -0.08
C -3.29 -4.41 -2.28 -0.08
C -3.95 -3.73 -1.27 -0.05
C -3.23 -3.19 -0.21 -0.08
H 0.77 -2.32 -0.09 -0.02
H 1.72 -3.32 1.89 0.09
H 2.69 -5.38 2.89 0.10
H 1.24 -7.31 3.39 0.10
H -1.18 -7.19 2.88 0.10
H -2.13 -5.17 1.87 0.11
H -0.11 -4.14 -1.13 0.11
H -1.39 -5.08 -3.02 0.10
H -3.85 -4.81 -3.11 0.10
H -5.02 -3.59 -1.31 0.11
H -3.73 -2.61 0.56 0.12

---

9
Properties=species:S:1:pos:R:3:nbo_charge:R:1 method="wB97M-V/def2-TZVPD" relative_energy_kj_mol=349.9 charge=0 lumo_energy_ev=-0.07 orbital_gap_ev=8.8
C -1.10 1.15 1.53 0.32
C 0.74 -1.41 -0.86 0.50
O -1.77 1.23 0.59 -0.48
F 0.68 -1.92 -2.16 -0.40
F 1.82 -1.94 -0.44 -0.33
I -0.97 -0.71 2.66 0.00
I 1.11 1.00 -1.17 0.11
H -0.24 1.82 1.73 0.16
H -0.27 0.79 -1.88 0.12

---

Number 1: electronic energy -645.49142 Ha, F_max 1.767 eV/Å, molecular weight 103.146 g mol⁻¹. Number 2: electronic energy -488.84972 Ha, F_max 8.176 eV/Å, molecular weight 120.064 g mol⁻¹. Number 3: electronic energy -6182.92477 Ha, F_max 2.782 eV/Å, molecular weight 753.641 g mol⁻¹. Number 4: electronic energy -6103.35717 Ha, F_max 1.852 eV/Å, molecular weight 975.644 g mol⁻¹. Number 5: electronic energy -947.62287 Ha, F_max 3.592 eV/Å, molecular weight 333.841 g mol⁻¹.